(1)
{"formula": "CH8N4", "method": "wB97M-V/def2-TZVPD", "total_energy_ev": -7121.483, "homo_ev": [-8.0, -8.0], "homo_lumo_gap_ha": [0.3044, 0.3078], "charge": 0, "lumo_energy_ha": [0.012, 0.014], "relative_energy_kj_mol": 597.09, "molar_mass_g_mol": 76.1, "symbols": ["C", "N", "N", "N", "N", "H", "H", "H", "H", "H", "H", "H", "H"], "coordinates": [[1.382, -0.449, -0.612], [-0.050, 1.172, 0.401], [-1.277, 0.681, 0.457], [1.088, 0.510, 0.442], [-1.713, -0.206, -0.501], [-0.005, 1.947, 1.060], [0.286, -0.609, 1.736], [-0.566, -0.585, 1.767], [-2.578, 0.135, -0.899], [-1.048, -0.502, -1.203], [2.398, -0.796, -0.429], [1.370, 0.019, -1.603], [0.714, -1.316, -0.617]], "forces_ev_per_a": [[-0.3048, -0.1749, 0.1168], [-0.2157, -1.7280, 1.5752], [-0.5824, 1.3912, -1.2628], [0.7396, 1.2460, -1.0879], [0.4189, -0.2235, 0.2679], [-0.0592, -0.1905, -0.0598], [-1.8807, -0.0396, 0.1372], [1.8133, -0.2018, 0.1130], [0.1124, -0.0214, 0.0559], [-0.0210, 0.0670, 0.1373], [-0.1076, -0.0480, -0.0294], [-0.0041, 0.0192, 0.0771], [0.0914, -0.0955, -0.0406]]}


(2)
{"formula": "CH8N4O2", "method": "wB97M-V/def2-TZVPD", "total_energy_ev": -11218.686, "homo_ev": -9.4, "homo_lumo_gap_ha": 0.3749, "charge": 0, "lumo_energy_ha": 0.029, "relative_energy_kj_mol": 208.82, "molar_mass_g_mol": 108.1, "smiles": "[H]/N=N/NN.OCO", "symbols": ["H", "N", "N", "N", "N", "H", "H", "H", "O", "C", "O", "H", "H", "H", "H"], "coordinates": [[-1.977, -1.673, 0.892], [-1.659, -0.827, 1.365], [-0.711, -0.333, 0.691], [-0.117, 0.715, 1.199], [-0.616, 1.416, 2.307], [0.508, 1.217, 0.571], [-1.625, 1.255, 2.333], [-0.234, 1.009, 3.160], [0.384, -1.622, -1.463], [1.110, -0.576, -1.884], [0.366, 0.558, -2.118], [-0.204, -1.297, -0.728], [1.768, -0.881, -2.697], [1.971, -0.095, -1.030], [1.035, 1.136, -2.597]], "forces_ev_per_a": [[0.1088, 0.1908, -0.2809], [0.7378, 0.7355, 0.0523], [-0.9478, -1.1080, 0.4900], [0.2475, 0.6081, 0.2116], [-0.0352, -0.0793, -0.1300], [-0.5431, -0.3025, 0.1775], [0.2029, 0.0479, -0.0176], [-0.0927, -0.0866, -0.1880], [-0.9261, -0.2440, 0.4695], [3.8249, 1.0962, 2.7274], [0.3873, 1.7989, -1.9804], [0.7635, -0.1081, -0.5587], [-0.3701, -0.1085, -0.3586], [-1.7323, -1.8432, -1.4474], [-1.6252, -0.5972, 0.8332]]}


(3)
{"formula": "CH8NO", "method": "wB97M-V/def2-TZVPD", "total_energy_ev": -4696.624, "homo_ev": -14.9, "homo_lumo_gap_ha": 0.3969, "charge": 1, "lumo_energy_ha": -0.152, "relative_energy_kj_mol": 137.06, "molar_mass_g_mol": 50.1, "symbols": ["N", "H", "H", "H", "H", "C", "O", "H", "H", "H", "H"], "coordinates": [[1.758, 0.308, 0.621], [1.998, 1.007, -0.072], [1.444, 0.833, 1.493], [1.041, -0.407, 0.222], [2.611, -0.181, 0.828], [-1.661, 0.037, -0.611], [-0.774, -0.933, 0.081], [-2.734, -0.060, -0.193], [-1.470, 1.009, -0.035], [-1.637, 0.103, -1.823], [-0.577, -1.715, -0.512]], "forces_ev_per_a": [[-0.9661, 0.0392, 0.5621], [-0.1413, 0.1979, -0.3820], [0.0940, -1.1459, -1.3152], [-0.0026, 1.3799, 0.9333], [0.5863, -0.3629, 0.3497], [-1.3431, 1.1946, 0.7273], [0.4860, -0.4680, -2.1572], [1.4534, -0.7774, -1.2645], [0.4700, -0.9185, -1.5722], [0.2369, -0.2677, 3.2534], [-0.8737, 1.1287, 0.8653]]}


(4)
{"formula": "CH8NO", "method": "wB97M-V/def2-TZVPD", "total_energy_ev": -4697.183, "homo_ev": -14.8, "homo_lumo_gap_ha": 0.3941, "charge": 1, "lumo_energy_ha": -0.150, "relative_energy_kj_mol": 83.12, "molar_mass_g_mol": 50.1, "symbols": ["N", "H", "H", "H", "H", "C", "O", "H", "H", "H", "H"], "coordinates": [[-1.204, 0.909, -1.294], [-1.848, 0.658, -2.052], [-0.276, 0.500, -1.423], [-1.657, 0.703, -0.405], [-1.163, 1.933, -1.380], [0.512, -0.839, 1.350], [0.903, -0.179, 0.126], [-0.564, -0.951, 1.316], [1.047, -0.373, 2.180], [0.948, -1.852, 1.377], [1.806, -0.455, -0.103]], "forces_ev_per_a": [[-1.1689, 1.3028, -1.0147], [0.1606, -0.4494, 0.0770], [0.2051, -0.3628, 0.6979], [0.4323, -0.3406, 0.1472], [0.3958, -0.1570, 0.2663], [1.7753, -1.0434, -0.5481], [0.2266, -0.1185, -0.4544], [-0.0939, 0.3844, 0.6831], [-1.0553, 0.4867, 0.2660], [-0.4608, 0.1008, -0.3048], [-0.4167, 0.1970, 0.1844]]}


(5)
{"formula": "CH8NS", "method": "wB97M-V/def2-TZVPD", "total_energy_ev": -13485.366, "homo_ev": -13.6, "homo_lumo_gap_ha": 0.3521, "charge": 1, "lumo_energy_ha": -0.147, "relative_energy_kj_mol": 4.22, "molar_mass_g_mol": 66.1, "symbols": ["N", "H", "H", "H", "H", "C", "S", "H", "H", "H", "H"], "coordinates": [[0.492, 0.939, 1.845], [0.101, 0.224, 2.458], [1.398, 1.240, 2.200], [-0.125, 1.753, 1.840], [0.641, 0.553, 0.867], [-0.915, -0.764, -1.526], [0.756, -0.197, -1.126], [-1.123, -1.711, -1.042], [-1.033, -0.840, -2.611], [-1.620, -0.016, -1.192], [1.427, -1.180, -1.712]], "forces_ev_per_a": [[0.1207, 0.1716, -0.1792], [0.0453, -0.0627, -0.0397], [0.1358, -0.0437, 0.1510], [-0.0570, -0.0620, -0.1209], [-0.1468, -0.1196, 0.2992], [-0.0125, -0.1420, -0.4748], [-0.3097, 0.4842, -0.2126], [-0.0732, -0.0821, -0.0287], [0.1108, -0.0782, 0.2855], [-0.0937, 0.2099, 0.1989], [0.2802, -0.2756, 0.1212]]}


(6)
{"formula": "CH8O2S2", "method": "wB97M-V/def2-TZVPD", "total_energy_ev": -26931.121, "homo_ev": -8.6, "homo_lumo_gap_ha": 0.3432, "charge": 0, "lumo_energy_ha": 0.027, "relative_energy_kj_mol": 134.44, "molar_mass_g_mol": 116.2, "smiles": "CSS.O.O", "symbols": ["C", "S", "S", "H", "H", "H", "H", "O", "H", "H", "O", "H", "H"], "coordinates": [[-1.484, -0.591, -1.049], [-1.263, -2.407, -1.521], [-0.562, -3.586, -0.202], [-1.366, 0.008, -1.958], [-0.765, -0.225, -0.397], [-2.427, -0.481, -0.703], [0.527, -3.979, -0.781], [4.395, 4.457, 4.793], [3.497, 4.181, 4.670], [4.259, 5.369, 4.846], [-0.062, 5.864, -0.911], [0.156, 5.310, -1.635], [-0.435, 6.674, -1.231]], "forces_ev_per_a": [[2.2005, -1.4762, -2.1910], [-1.9190, 2.7702, -3.2224], [-0.1293, -1.4181, 3.3928], [-0.0585, -0.4820, -0.1654], [1.3351, 0.3809, 1.5080], [-2.8815, 0.2996, 1.2647], [1.4523, -0.0735, -0.5853], [0.4494, -1.6558, -0.0651], [-0.6883, -0.8321, -0.1475], [0.2382, 2.4880, 0.2097], [0.0398, 0.0304, 1.6373], [0.1902, -0.5052, -1.1325], [-0.2289, 0.4739, -0.5032]]}